DFT (ωB97M-V/def2-TZVPD) results for C58H76BN9O2RuS3 as an isolated structure.

Values from the calculation:
HOMO level (alpha / beta): -9.945 / -10.271 eV
E: -114645.8462 eV
relative energy (zero: lowest compared OMol25 entry of this formula, charge and spin): 0.0 kcal/mol
2S+1: 2
total charge: +1

Last column: Mulliken charge in e.
Atoms and positions in Å:
Ru 1.21 -0.29 -0.63  0.665
C -1.82 2.94 4.01  -1.968
C -1.54 1.80 3.10  -0.256
C -2.40 1.55 1.90  0.000
C -3.02 0.18 1.73  0.087
N -2.62 -0.41 0.68  -0.762
N -1.74 0.46 -0.01  1.020
B -1.08 0.01 -1.26  -0.596
N -0.99 1.15 -2.32  0.408
N -2.20 1.74 -2.45  -0.263
C -2.32 2.75 -3.26  0.009
C -1.23 3.16 -4.08  -0.679
C -0.02 2.56 -3.97  -0.032
C 1.16 2.97 -4.79  -1.590
C 0.12 1.54 -2.98  0.409
S 1.67 0.94 -2.62  -0.026
C -3.67 3.45 -3.26  2.202
C -3.94 3.95 -1.83  -1.286
C -4.76 2.44 -3.65  -1.331
C -3.70 4.64 -4.22  -2.367
N -1.84 -1.23 -1.78  0.429
N -3.18 -1.22 -1.84  -0.506
C -3.77 -2.35 -2.12  0.153
C -3.02 -3.56 -2.27  -0.970
C -1.66 -3.54 -2.28  0.309
C -0.80 -4.75 -2.45  -1.584
C -1.08 -2.26 -2.07  0.895
S 0.59 -1.95 -2.22  -0.354
C -5.27 -2.36 -2.34  2.110
C -5.51 -2.61 -3.84  -1.786
C -5.89 -1.02 -1.96  -1.108
C -5.94 -3.48 -1.53  -1.475
C -1.58 1.65 0.62  0.865
S -0.61 2.89 0.19  -0.579
C -4.15 -0.38 2.58  1.971
C -4.54 -1.76 2.05  -1.507
C -3.78 -0.49 4.06  -1.670
C -5.34 0.58 2.42  -1.678
H -2.69 2.75 4.65  0.335
H -2.04 3.84 3.42  0.466
H -0.97 3.16 4.64  0.401
H -3.19 2.30 1.91  1.119
H -1.36 3.96 -4.79  0.616
H 0.85 3.66 -5.58  0.445
H 1.65 2.10 -5.24  0.348
H 1.90 3.46 -4.16  0.264
H -3.94 3.12 -1.13  -0.078
H -4.92 4.44 -1.80  0.494
H -3.18 4.67 -1.52  0.377
H -4.74 1.60 -2.96  -0.184
H -4.60 2.07 -4.67  0.403
H -5.74 2.91 -3.61  0.475
H -2.95 5.39 -3.98  0.480
H -4.68 5.12 -4.16  0.408
H -3.56 4.32 -5.26  0.431
H -3.54 -4.50 -2.38  0.413
H -1.38 -5.66 -2.32  0.434
H 0.03 -4.74 -1.74  0.235
H -0.35 -4.76 -3.45  0.345
H -5.04 -1.82 -4.44  0.342
H -6.58 -2.62 -4.05  0.473
H -5.09 -3.57 -4.15  0.377
H -5.43 -0.21 -2.52  -0.008
H -5.76 -0.80 -0.90  0.068
H -6.96 -1.04 -2.18  0.553
H -5.56 -4.47 -1.78  0.364
H -7.01 -3.48 -1.74  0.487
H -5.81 -3.33 -0.45  0.125
H -3.71 -2.46 2.12  0.193
H -4.84 -1.70 1.00  -0.158
H -5.38 -2.15 2.63  0.539
H -3.09 -1.31 4.24  0.276
H -4.68 -0.68 4.64  0.587
H -3.33 0.43 4.44  0.084
H -5.58 0.75 1.37  0.282
H -5.13 1.55 2.89  0.387
H -6.21 0.16 2.91  0.469
C 3.11 -0.14 5.49  -1.432
C 2.03 0.68 4.76  1.733
C 1.12 1.28 5.83  -1.579
C 2.64 1.73 3.83  0.716
C 3.53 2.63 4.41  -0.493
C 4.27 3.51 3.65  -1.679
C 4.20 3.45 2.28  -0.395
C 3.34 2.58 1.63  0.764
C 3.34 2.56 0.12  3.509
C 4.73 2.33 -0.48  -1.648
C 2.78 3.87 -0.43  -1.489
C 2.50 1.77 2.42  -0.553
N 1.60 0.83 1.80  1.336
C 0.43 0.62 2.25  -1.182
O -0.19 1.45 3.11  0.363
C -0.05 -0.79 2.03  -0.381
C -0.60 -1.56 3.02  -0.199
C -0.55 -2.95 2.88  -1.688
C 0.18 -3.51 1.84  -1.086
C 0.74 -2.65 0.90  0.203
N 0.50 -1.35 0.95  1.386
C 1.93 -2.97 0.02  -0.065
O 2.33 -4.11 -0.10  -0.746
N 2.52 -1.80 -0.38  1.478
C 3.93 -1.83 -0.70  -1.150
C 4.46 -1.95 -2.00  1.240
C 5.81 -2.20 -2.16  -0.483
C 6.65 -2.32 -1.07  -1.443
C 6.14 -2.13 0.20  -0.573
C 4.80 -1.85 0.41  0.147
C 4.36 -1.52 1.82  2.632
C 5.16 -0.32 2.32  -1.287
C 4.52 -2.72 2.76  -1.962
C 3.60 -1.92 -3.25  2.722
C 3.34 -3.35 -3.73  -1.472
C 4.22 -1.07 -4.36  -1.754
H 2.65 -1.00 5.98  0.420
H 3.60 0.46 6.26  0.375
H 3.87 -0.51 4.81  0.244
H 1.45 -0.04 4.17  -0.418
H 1.63 2.09 6.36  0.315
H 0.85 0.52 6.57  0.470
H 0.19 1.68 5.42  -0.026
H 3.64 2.63 5.49  0.328
H 4.93 4.22 4.14  0.421
H 4.83 4.11 1.68  0.423
H 2.72 1.74 -0.22  -2.254
H 5.42 3.14 -0.22  0.333
H 4.66 2.30 -1.57  0.419
H 5.18 1.39 -0.15  0.288
H 3.43 4.70 -0.15  0.439
H 1.79 4.08 -0.05  0.307
H 2.72 3.84 -1.52  0.181
H -0.98 -1.10 3.92  1.029
H -0.98 -3.59 3.64  0.585
H 0.39 -4.57 1.77  0.706
H 6.22 -2.32 -3.15  0.330
H 7.70 -2.55 -1.21  0.405
H 6.81 -2.20 1.06  0.410
H 3.30 -1.24 1.80  -1.346
H 6.23 -0.54 2.31  0.534
H 4.90 -0.05 3.34  0.181
H 4.99 0.56 1.70  -0.084
H 5.58 -2.96 2.91  0.408
H 4.04 -3.61 2.35  0.417
H 4.09 -2.51 3.74  0.360
H 2.67 -1.45 -2.98  -1.730
H 4.28 -3.83 -4.00  0.390
H 2.69 -3.35 -4.61  0.382
H 2.87 -3.94 -2.95  0.286
H 5.08 -1.56 -4.82  0.469
H 4.54 -0.09 -3.99  0.301
H 3.48 -0.90 -5.15  0.389


DFT (ωB97M-V/def2-TZVPD) results for C16H11N4O6ReS2 as an isolated structure.

Values from the calculation:
HOMO level (alpha / beta): -11.694 / -11.699 eV
E: -58810.3816 eV
relative energy (zero: lowest compared OMol25 entry of this formula, charge and spin): 11.3 kcal/mol
2S+1: 2
total charge: +1

Last column: Mulliken charge in e.
Atoms and positions in Å:
Re -0.07 -0.04 0.27  1.277
O 4.35 4.25 -0.38  -0.447
C 3.51 3.43 -0.28  0.404
C 2.00 3.67 0.01  0.016
O 1.45 4.72 0.16  -0.497
C 1.43 2.31 0.02  0.983
C 2.35 1.35 -0.21  0.709
O 1.91 0.09 -0.20  -0.845
C 3.71 1.89 -0.41  0.080
O 4.72 1.29 -0.62  -0.528
O 0.17 1.88 0.23  -0.609
S -2.45 0.21 0.44  -0.302
C -1.99 0.17 2.09  0.335
N -0.67 0.04 2.16  -0.245
C -0.17 0.00 3.46  -0.097
C 1.15 -0.11 3.86  -0.446
C 1.41 -0.12 5.22  -0.764
C 0.38 -0.02 6.15  -0.527
C -0.94 0.10 5.76  -0.511
C -1.21 0.10 4.39  0.753
S -2.77 0.25 3.60  -0.143
H 1.94 -0.18 3.12  0.427
H 2.44 -0.20 5.56  0.412
H 0.62 -0.02 7.21  0.398
H -1.74 0.18 6.48  0.419
C 1.33 -5.21 -1.23  -1.089
N 0.65 -4.15 -0.50  0.044
C -0.52 -4.39 0.32  -0.434
C -0.87 -2.99 0.79  0.166
O -1.76 -2.68 1.52  -0.417
N 0.04 -2.09 0.17  -0.259
C 0.93 -2.86 -0.56  0.710
N 1.93 -2.34 -1.25  -0.240
H 1.23 -6.14 -0.68  0.342
H 2.40 -5.00 -1.32  0.424
H 0.90 -5.33 -2.23  0.338
H -0.28 -5.02 1.18  0.344
H -1.34 -4.84 -0.23  0.333
H 2.23 -1.39 -1.04  0.257
H 2.57 -2.95 -1.74  0.228


DFT (ωB97M-V/def2-TZVPD) results for C43H41CoN2O6 as an isolated structure.

Values from the calculation:
HOMO level (alpha / beta): -7.675 / -7.675 eV
E: -98148.3864 eV
relative energy (zero: lowest compared OMol25 entry of this formula, charge and spin): 20.0 kcal/mol

Last column: Mulliken charge in e.
Atoms and positions in Å:
Co -0.67 0.09 -0.45  -0.202
C -1.47 1.60 -3.08  -1.010
O -1.72 0.55 -2.14  -0.079
C -2.95 -0.06 -2.16  1.192
C -3.93 0.18 -3.11  -0.649
C -5.13 -0.50 -3.00  -0.730
C -5.36 -1.39 -1.96  -0.796
C -4.38 -1.61 -1.01  -0.762
C -3.17 -0.95 -1.12  0.039
N -2.11 -1.08 -0.19  2.181
N -2.12 -2.10 0.53  -0.941
C -1.16 -2.37 1.44  0.520
C -0.13 -1.46 1.77  0.583
O 0.01 -0.30 1.21  -0.084
C 0.77 -1.79 2.82  -0.955
C 0.68 -2.99 3.45  -1.136
C -0.32 -3.95 3.11  0.684
C -0.38 -5.19 3.78  -1.021
C -1.35 -6.11 3.45  -0.610
C -2.28 -5.80 2.45  -0.755
C -2.24 -4.60 1.79  -0.571
C -1.25 -3.65 2.11  0.471
H -1.49 1.18 -4.09  0.491
H -0.49 1.98 -2.85  -0.156
H -2.21 2.39 -2.96  0.445
H -3.76 0.87 -3.92  0.493
H -5.91 -0.32 -3.74  0.435
H -6.31 -1.90 -1.89  0.421
H -4.54 -2.29 -0.18  0.481
H 1.54 -1.07 3.07  0.801
H 1.40 -3.24 4.22  0.429
H 0.35 -5.41 4.54  0.414
H -1.40 -7.06 3.96  0.393
H -3.05 -6.52 2.19  0.416
H -2.95 -4.38 1.00  0.433
O 1.76 0.42 -0.60  0.482
C 2.34 -0.88 -0.62  2.984
C 1.20 -1.91 -0.85  -0.012
O 1.38 -3.10 -0.72  -0.649
O 0.09 -1.39 -1.26  -0.432
C 3.30 -0.93 -1.82  -0.454
C 3.66 -2.12 -2.43  -0.541
C 4.57 -2.12 -3.48  -0.888
C 5.13 -0.94 -3.93  -0.575
C 4.78 0.26 -3.32  -0.995
C 3.87 0.26 -2.27  -0.119
C 3.13 -1.14 0.67  -0.396
C 3.43 -0.08 1.52  -0.048
C 4.13 -0.29 2.70  -0.794
C 4.54 -1.56 3.05  -0.593
C 4.28 -2.62 2.19  -0.944
C 3.58 -2.41 1.01  -0.062
H 1.46 0.60 0.30  -0.626
H 3.22 -3.05 -2.10  0.435
H 4.84 -3.06 -3.95  0.429
H 5.84 -0.94 -4.75  0.403
H 5.21 1.19 -3.66  0.425
H 3.60 1.19 -1.79  0.237
H 3.15 0.94 1.26  0.435
H 4.35 0.55 3.35  0.459
H 5.08 -1.73 3.97  0.402
H 4.61 -3.62 2.44  0.453
H 3.37 -3.24 0.36  0.418
C 1.68 3.17 -2.11  -1.166
C 1.18 4.02 -0.95  0.473
C 1.88 3.62 0.36  -1.401
C -0.33 4.12 -0.75  -0.038
C -0.93 5.34 -1.04  -0.748
C -2.24 5.61 -0.69  -1.560
C -2.91 4.69 0.09  -0.784
C -2.36 3.46 0.43  -0.250
C -3.08 2.68 1.52  0.434
C -2.14 2.28 2.66  -1.389
C -3.89 1.48 1.05  -1.613
C -1.11 3.11 -0.13  1.066
O -0.56 1.89 -0.03  0.987
H 2.76 3.27 -2.19  0.631
H 1.25 3.51 -3.06  0.366
H 1.46 2.11 -1.96  -0.424
H 1.49 5.04 -1.17  0.750
H 1.60 2.61 0.66  -0.157
H 1.59 4.30 1.17  0.523
H 2.96 3.67 0.24  0.441
H -0.34 6.10 -1.54  0.438
H -2.70 6.56 -0.94  0.376
H -3.89 4.94 0.50  0.449
H -3.80 3.39 1.93  0.778
H -1.42 1.53 2.34  -0.148
H -2.72 1.87 3.50  0.431
H -1.59 3.15 3.03  0.399
H -3.22 0.66 0.81  -0.062
H -4.50 1.71 0.17  0.279
H -4.56 1.13 1.84  0.620


DFT (ωB97M-V/def2-TZVPD) results for a 11-piece molecular cluster, C44H78O16 overall in a non-equilibrium geometry.

Values from the calculation:
HOMO level: -9.407 eV
SMILES string: O=C1CCCO1.O=C1CCCO1.O=C1CCCO1.O=C1CCCO1.O=C1CCCO1.C1CCOC1.C1CCOC1.C1CCOC1.C1CCOC1.C1CCOC1.C1CCOC1
E: -79651.6269 eV
relative energy (zero: lowest compared OMol25 entry of this formula, charge and spin): 0.0 kcal/mol

Last column: Mulliken charge in e.
Atoms and positions in Å:
C 26.72 12.48 -4.00  -0.220
C 26.64 10.99 -4.22  -0.337
C 25.43 10.62 -3.36  0.998
O 25.41 11.60 -2.30  -0.570
C 26.51 12.52 -2.50  -0.618
H 25.92 13.05 -4.48  -0.098
H 27.65 12.97 -4.28  0.441
H 27.55 10.48 -3.93  0.407
H 26.44 10.73 -5.26  -0.037
H 25.65 9.63 -2.97  0.163
H 24.51 10.60 -3.95  -0.808
H 27.36 12.14 -1.93  0.378
H 26.22 13.51 -2.15  0.352
C 20.82 6.96 -10.58  0.430
C 20.38 8.37 -10.94  -0.657
C 21.66 8.96 -11.60  0.705
O 22.55 7.89 -11.81  -0.373
C 22.05 6.61 -11.44  -0.383
H 20.03 6.22 -10.72  0.605
H 21.10 6.84 -9.53  -0.709
H 19.91 8.91 -10.13  0.100
H 19.67 8.32 -11.77  0.450
H 22.05 9.64 -10.84  -1.014
H 21.39 9.51 -12.49  0.652
H 22.75 5.98 -10.89  -0.139
H 21.77 6.07 -12.35  0.429
C 19.83 12.94 -8.72  0.396
C 18.56 13.40 -9.40  -0.933
C 17.74 12.13 -9.60  -0.537
O 18.68 11.06 -9.53  -0.437
C 20.00 11.56 -9.36  0.634
H 19.73 12.80 -7.64  -0.087
H 20.70 13.58 -8.89  0.129
H 18.85 13.85 -10.36  0.313
H 18.00 14.18 -8.89  0.410
H 17.22 12.16 -10.56  0.313
H 17.09 12.08 -8.73  0.299
H 20.44 11.65 -10.36  -0.064
H 20.60 10.90 -8.74  -0.523
C 28.49 5.46 -8.58  -0.663
C 29.35 4.54 -7.75  -0.555
C 28.55 3.24 -7.74  -0.727
O 27.20 3.65 -7.77  -0.249
C 27.07 4.87 -8.54  1.303
H 28.88 5.46 -9.61  0.363
H 28.54 6.50 -8.28  0.367
H 29.45 4.89 -6.72  0.217
H 30.37 4.36 -8.11  0.420
H 28.72 2.61 -6.87  0.315
H 28.79 2.62 -8.62  0.375
H 26.39 5.43 -7.90  -1.398
H 26.59 4.64 -9.49  0.478
C 26.08 5.29 -5.03  1.129
C 26.14 6.71 -4.45  0.016
C 26.74 6.34 -3.08  -0.597
O 27.78 5.44 -3.41  -0.516
C 27.38 4.65 -4.53  -0.166
H 26.06 5.26 -6.13  -1.118
H 25.16 4.79 -4.73  0.031
H 25.14 7.15 -4.38  0.031
H 26.77 7.41 -5.00  0.201
H 25.97 5.85 -2.47  0.272
H 27.11 7.18 -2.51  0.394
H 27.10 3.65 -4.17  0.239
H 28.19 4.54 -5.24  -0.044
C 23.75 3.86 -8.41  1.041
C 22.24 3.65 -8.41  0.064
C 22.00 2.28 -7.75  -0.315
O 23.29 1.76 -7.44  -0.484
C 24.30 2.44 -8.19  -0.406
H 24.03 4.50 -7.57  -0.633
H 24.08 4.29 -9.36  0.213
H 21.94 3.60 -9.47  0.181
H 21.57 4.42 -8.02  -0.493
H 21.47 1.58 -8.38  0.269
H 21.51 2.45 -6.79  0.152
H 24.39 1.91 -9.14  0.312
H 25.29 2.48 -7.74  0.142
O 23.52 14.50 -5.35  -0.665
C 22.79 13.61 -4.99  0.425
O 21.89 13.04 -5.80  -0.207
C 21.20 11.95 -5.15  0.162
C 21.75 11.84 -3.73  -0.682
C 22.66 13.06 -3.59  -0.020
H 21.41 11.05 -5.72  -0.413
H 20.15 12.23 -5.19  0.738
H 22.30 10.91 -3.59  0.020
H 20.97 11.92 -2.97  0.475
H 23.64 12.82 -3.18  -0.225
H 22.21 13.81 -2.94  0.381
O 23.67 10.51 -6.26  0.082
C 23.80 9.55 -6.96  -0.632
O 24.78 8.65 -6.73  -0.523
C 24.81 7.56 -7.63  0.631
C 23.49 7.69 -8.40  2.102
C 22.97 9.10 -8.17  1.130
H 24.84 6.64 -7.05  -1.170
H 25.63 7.66 -8.34  0.119
H 22.78 6.92 -8.10  -0.821
H 23.68 7.44 -9.44  -0.625
H 21.89 9.06 -8.00  0.460
H 23.16 9.75 -9.02  -0.915
O 19.14 5.45 -7.29  -0.611
C 19.83 5.82 -6.38  0.448
O 20.48 6.99 -6.41  -0.209
C 21.44 7.15 -5.34  0.868
C 21.41 5.79 -4.64  -0.479
C 20.13 5.10 -5.08  -0.579
H 21.11 7.92 -4.65  0.255
H 22.43 7.36 -5.74  -0.765
H 21.43 5.94 -3.56  0.509
H 22.28 5.15 -4.83  -0.109
H 19.26 5.40 -4.48  0.276
H 20.13 4.02 -5.17  0.334
O 22.83 12.35 -10.61  -0.526
C 23.50 13.05 -9.92  0.102
O 23.88 14.29 -10.30  -0.450
C 24.46 15.00 -9.19  -0.664
C 24.97 13.91 -8.28  -0.506
C 24.10 12.70 -8.58  1.578
H 23.68 15.63 -8.75  0.265
H 25.25 15.67 -9.53  0.352
H 25.00 14.14 -7.22  0.139
H 26.00 13.68 -8.57  0.319
H 23.28 12.61 -7.87  -0.621
H 24.68 11.78 -8.62  -0.015
O 25.68 6.90 -10.97  -0.540
C 25.59 7.96 -11.51  0.524
O 25.53 9.10 -10.83  -0.227
C 25.29 10.24 -11.63  0.400
C 25.29 9.75 -13.10  -0.858
C 25.52 8.25 -13.00  -0.458
H 26.05 11.00 -11.46  0.452
H 24.32 10.70 -11.39  -0.483
H 26.09 10.25 -13.65  0.358
H 24.42 10.04 -13.68  0.319
H 26.44 7.94 -13.48  0.455
H 24.71 7.65 -13.41  0.101


DFT (ωB97M-V/def2-TZVPD) results for one molecule with the formula C4H6N2 in a non-equilibrium geometry.

Values from the calculation:
HOMO level: -9.794 eV
SMILES string: N#C[C@H]1CCN1
E: -7223.7787 eV
relative energy (zero: lowest compared OMol25 entry of this formula, charge and spin): 41.8 kcal/mol

Last column: Mulliken charge in e.
Atoms and positions in Å:
N -1.68 0.78 -1.98  -0.489
C -1.47 0.51 -0.87  0.214
C -0.89 -0.12 0.33  0.146
C 0.29 -0.90 -0.30  -0.687
C 1.20 0.19 0.31  -0.357
N 0.06 0.63 1.15  -0.487
H -1.66 -0.65 0.91  0.316
H 0.44 -1.90 0.10  0.234
H 0.18 -0.92 -1.39  0.314
H 1.54 0.94 -0.41  0.254
H 2.05 -0.18 0.89  0.295
H -0.08 1.63 1.27  0.247